Entry from OMol25: a structure of composition H18O9 at a distorted geometry (ωB97M-V with the def2-TZVPD basis set).

**LUMO**: -1.077 eV
**Relative energy (zero: lowest compared OMol25 entry of this formula, charge and spin)**: 197.94 kcal/mol
**Molar mass**: 162.14 Da
**Calculated total energy**: -687.710354 a.u.
**Net charge**: 0
**Kohn-Sham gap**: 0.3315 Ha

CARTESIAN COORDINATES (ANGSTROEM)
O: -7.61187 -5.46256 4.56978
H: -6.74652 -5.06955 4.45600
H: -8.21391 -4.83906 4.16354
O: -5.55916 -4.10363 3.68128
H: -6.28061 -3.73982 3.16806
H: -4.77677 -3.67775 3.33097
O: -7.95854 -3.24877 3.13834
H: -8.60667 -2.65234 2.76359
H: -7.20961 -3.19293 2.54487
O: -7.93346 -1.95717 5.21055
H: -8.36387 -2.80905 5.13788
H: -7.19033 -2.01173 4.60971
O: -8.33540 -0.07735 2.45999
H: -8.60607 -0.42864 3.30826
H: -8.60160 -0.74494 1.82777
O: -8.62388 -5.41487 1.89921
H: -8.62564 -4.54979 1.48950
H: -9.26265 -5.34569 2.60873
O: -9.64687 -2.07096 2.33977
H: -10.54720 -1.82145 2.13143
H: -9.35981 -2.58564 1.58550
O: -9.83080 -1.10043 4.34435
H: -9.77195 -1.51419 3.48320
H: -9.28939 -1.64918 4.91176
O: -6.66232 -2.83328 1.32894
H: -7.08043 -2.78090 0.46948
H: -5.75519 -3.07357 1.14027

Results of the natural (NBO) charge analysis, in e, for atoms 1 through 6: -0.966, 0.482, 0.461, -0.928, 0.457, 0.473